{
  "formula": "C26H27N3O2",
  "method": "ωB97M-V/def2-TZVPD",
  "charge": 0,
  "e_above_lowest_kj_mol": 672.19,
  "smiles": "Cc1ccc([C@@H]([C@H](c2ccc(N(C)C)cc2)c2cn(C)c3ccccc23)[N+](=O)[O-])cc1",
  "homo_lumo_gap_ev": 7.7,
  "energy_ev": -35960.5122,
  "homo_energy_ev": -7.50,
  "species": ["O", "O", "N", "N", "N", "C", "C", "C", "C", "C", "C", "C", "C", "C", "C", "C", "C", "C", "C", "C", "C", "C", "C", "C", "C", "C", "C", "C", "C", "C", "C", "H", "H", "H", "H", "H", "H", "H", "H", "H", "H", "H", "H", "H", "H", "H", "H", "H", "H", "H", "H", "H", "H", "H", "H", "H", "H", "H"],
  "coordinates": [[2.140, 0.493, 2.839], [0.987, 2.347, 2.573], [1.115, 1.083, 2.418], [-2.780, -2.154, -3.407], [4.256, -0.457, -0.748], [-3.915, 0.952, 3.096], [5.846, 2.432, 1.046], [-0.127, -0.070, -0.866], [-1.141, 0.630, -1.546], [-0.870, -2.152, -1.865], [5.807, 1.214, 0.336], [3.390, 2.659, 0.806], [3.348, 1.387, 0.229], [-1.243, 0.435, 2.091], [4.576, 0.755, -0.141], [-4.176, -2.302, -3.007], [4.650, 3.143, 1.261], [-2.003, -0.055, -2.376], [0.131, 0.238, 1.555], [-0.044, -1.451, -0.996], [-2.339, -3.023, -4.499], [0.826, 0.719, -0.067], [-3.355, -0.337, 3.101], [-1.734, 1.747, 2.285], [2.262, 0.494, -0.204], [-3.032, 1.993, 2.736], [-2.055, -0.590, 2.634], [5.181, -1.486, -1.211], [-1.879, -1.460, -2.584], [-5.376, 1.285, 3.328], [2.888, -0.621, -0.771], [-1.648, -1.591, 2.849], [-4.382, -1.694, -2.118], [-2.447, -4.087, -4.221], [-2.777, 0.478, -2.942], [6.671, 0.585, 0.211], [-5.829, 1.618, 2.383], [0.755, -2.001, -0.500], [-0.781, -3.230, -2.001], [-1.288, -2.800, -4.723], [-5.943, 0.420, 3.683], [-3.378, 3.025, 2.787], [-5.507, 2.107, 4.044], [5.179, -1.557, -2.299], [-2.957, -2.827, -5.394], [2.465, -1.410, -1.378], [-1.018, 2.565, 2.234], [2.509, 3.286, 0.912], [0.567, 1.744, 0.157], [4.829, -2.438, -0.817], [-4.853, -1.996, -3.819], [-4.399, -3.357, -2.773], [-4.024, -1.150, 3.446], [6.773, 2.800, 1.431], [6.188, -1.282, -0.854], [4.683, 4.059, 1.811], [-1.146, 1.724, -1.555], [0.424, -0.842, 1.401]],
  "atomic_forces_ev_per_a": [[-2.5, 1.1, -0.9], [-0.1, -3.6, -0.7], [2.6, 0.3, 1.4], [-0.4, 0.1, -0.6], [-0.1, 0.1, 0.1], [0.9, 0.4, -0.8], [-1.3, -1.2, -0.7], [-0.6, 0.9, -1.2], [0.5, -0.4, -0.3], [-0.9, 0.7, -0.5], [-0.3, 0.7, 0.2], [1.6, 0.5, 0.5], [-0.1, -0.4, -1.0], [-1.2, 0.8, 0.6], [-0.8, -0.4, 1.1], [0.4, 0.0, -0.2], [-0.9, -1.0, -0.9], [-0.5, -1.0, -0.7], [2.6, -0.3, -0.3], [0.4, -0.3, -0.4], [-0.1, 0.3, 0.7], [-1.9, -0.1, 2.9], [-0.9, 0.2, 0.0], [-0.3, -0.1, 0.2], [1.3, -0.7, -0.1], [0.0, -0.4, 0.0], [0.3, -0.2, 0.1], [-0.5, 0.2, 0.1], [0.4, 0.2, 1.1], [0.1, -0.2, 0.1], [0.2, 1.7, 0.0], [-0.1, 0.4, -0.7], [0.1, -0.1, -0.3], [0.1, 0.2, -0.2], [0.3, -0.2, 0.2], [0.4, 0.2, -0.1], [0.1, -0.1, 0.2], [-0.3, 0.1, 0.1], [0.0, 0.3, 0.1], [-0.3, -0.1, 0.0], [0.1, 0.1, 0.0], [0.1, -0.2, 0.1], [0.1, -0.2, -0.1], [0.1, 0.1, 0.0], [0.3, -0.1, 0.2], [0.1, 0.0, 0.3], [-0.5, -0.1, -0.6], [0.1, -0.3, 0.3], [0.0, 0.6, -1.3], [0.3, -0.1, 0.1], [0.1, 0.0, 0.2], [0.0, 0.2, 0.1], [0.8, 0.3, -0.2], [0.4, 0.1, 0.2], [-0.1, 0.0, 0.0], [0.0, 0.5, 0.1], [-0.1, -0.4, 0.3], [0.0, 1.2, 1.5]],
  "mulliken_charge": [-0.607, -0.623, 1.198, 0.193, 0.052, 0.753, -0.758, 0.573, -0.545, -0.994, -0.730, 0.022, 0.316, 0.562, -0.252, -0.997, -0.797, -0.535, -0.776, -0.397, -1.059, -0.430, -0.722, -0.393, 1.028, -0.731, -0.530, -1.000, -0.110, -1.357, -1.039, 0.355, 0.325, 0.333, 0.416, 0.252, 0.277, 0.679, 0.414, 0.318, 0.364, 0.342, 0.334, 0.295, 0.316, 0.738, 0.408, 0.438, 0.733, 0.367, 0.303, 0.295, 0.260, 0.419, 0.322, 0.417, 0.406, 0.560]
}